# 1
The following is a DFT calculation (ωB97M-V with the def2-TZVPD basis set) of a molecular structure, C68H53N6O4P2TcTe at a distorted geometry.

total charge	+1
spin multiplicity	2
<S²>	1.178
max |F|	0.0282	hartree/bohr
HOMO-LUMO gap (spin up / spin down)	2.93 / 3.48	eV

```
135
Properties=species:S:1:pos:R:3:mulliken_charge:R:1
Te -3.756 -1.974 1.718 0.389
Tc 0.881 0.413 -0.125 -1.882
P -0.491 -1.573 2.301 1.000
P -1.341 -0.654 -0.413 3.547
O 6.654 3.878 1.428 -0.713
O -0.615 1.604 -2.963 -0.729
O 7.205 3.045 -0.634 -0.707
O 0.296 2.202 -0.993 -0.409
N -2.437 -6.563 2.831 -0.630
N 1.803 -0.043 -1.982 1.694
N 0.650 1.552 1.766 1.265
N -1.043 3.995 -4.518 0.296
N 2.662 1.269 0.094 1.590
N 1.588 -1.128 0.734 0.833
C -3.897 5.162 -2.446 1.059
C 4.123 2.760 1.219 -1.243
C -0.377 2.507 3.712 -1.664
C 5.128 2.472 0.311 -1.094
C -0.749 -2.756 -2.210 -0.465
C 2.335 -4.841 3.020 0.174
C 0.029 2.369 -2.255 1.089
C -1.760 -2.051 -1.561 0.686
C -2.288 -6.070 1.601 -0.390
C -0.408 -3.574 5.873 -0.855
C -0.233 -3.308 4.521 -0.518
C 4.871 1.587 -0.724 -1.501
C -0.373 1.663 2.622 0.054
C -2.333 -4.311 -3.130 -0.985
C -2.557 4.947 -2.786 1.285
C 4.239 -5.573 4.295 -0.496
C 2.984 -5.820 3.740 -0.891
C -3.351 3.737 -4.780 -1.026
C -3.063 -5.804 3.729 -0.470
C 2.931 -3.573 2.845 1.067
C -1.277 -2.805 6.630 -0.664
C -2.284 4.215 -3.980 0.509
C 4.206 -3.344 3.409 -0.743
C -1.477 5.547 -1.923 -1.321
C 0.820 -3.488 0.416 -0.628
C 1.270 -0.544 -3.102 -0.738
C 0.736 3.302 3.937 -0.769
C -3.008 1.482 0.249 -0.218
C -0.935 -2.278 3.907 0.458
C -4.922 4.697 -3.270 -0.679
C -4.650 3.987 -4.437 -1.043
C 0.253 4.229 -4.005 -0.580
C -4.881 2.284 -1.018 -0.740
C 3.404 -0.743 -4.134 -1.101
C 3.616 1.013 -0.820 0.695
C 2.786 4.842 -3.034 -1.015
C 3.672 -2.230 0.118 -1.558
C 3.135 0.223 -1.965 0.636
C -3.511 -4.516 3.464 -0.261
C -1.986 -1.773 6.025 -0.814
C -2.709 -4.800 1.231 0.344
C -4.076 2.357 0.108 -1.262
C -2.738 0.509 -0.711 0.532
C 0.727 3.563 -2.876 0.971
C 1.069 5.136 -4.680 -0.370
C 2.030 -0.915 -4.192 -1.713
C 2.318 -2.531 2.124 -0.402
C 4.848 -4.333 4.123 -0.805
C 3.957 -0.141 -3.019 -0.827
C -1.788 -1.517 1.144 -0.830
C -4.567 1.382 -2.024 -1.044
C -3.357 -3.621 -2.494 -0.877
C 1.026 -2.349 1.390 0.303
C -3.076 -2.505 -1.722 -0.651
C 1.990 3.902 -2.395 -0.791
C 2.893 2.134 1.091 0.320
C 6.512 3.230 0.380 0.263
C 1.787 -3.830 -0.439 -0.414
C 2.327 5.446 -4.197 -0.787
C -3.497 0.511 -1.881 -0.225
C -3.297 -3.995 2.198 0.119
C 2.943 -1.484 1.236 -0.155
C -1.028 -3.868 -2.993 -0.878
C 1.749 2.312 2.003 0.762
C -1.806 -1.499 4.681 -0.452
C -4.273 5.938 -1.209 -2.327
C 3.119 -3.212 -0.600 -0.273
C 1.806 3.199 3.071 -1.172
H -5.742 2.934 -1.115 0.398
H -5.161 1.352 -2.930 0.438
H -2.371 1.570 1.113 0.167
H 2.347 3.407 -1.506 0.360
H 0.772 3.991 4.771 0.477
H 0.195 -0.618 -3.121 1.177
H 3.729 -3.635 -1.390 0.586
H 2.943 6.168 -4.718 0.403
H 4.685 -1.907 -0.106 0.548
H -1.221 1.030 2.433 0.493
H -4.382 -3.953 -2.605 0.492
H -2.590 -4.455 0.210 0.071
H -1.237 2.538 4.368 0.556
H 5.827 -4.145 4.546 0.445
H 2.520 -6.790 3.865 0.481
H -1.007 4.792 -1.286 0.079
H -5.457 3.635 -5.067 0.452
H -4.277 3.092 0.880 0.506
H -3.998 -3.936 4.239 0.401
H 1.589 -4.663 -1.106 0.557
H -3.806 5.521 -0.314 0.393
H 0.685 5.628 -5.567 0.508
H -1.887 6.317 -1.277 0.556
H -0.220 -4.390 -3.494 0.573
H 5.018 0.057 -2.972 0.597
H -3.892 -1.974 -1.265 0.396
H 4.743 -6.354 4.850 0.444
H 3.541 -0.668 1.647 1.040
H -2.341 -0.674 4.226 0.339
H -1.064 3.758 -5.499 0.284
H -0.691 6.006 -2.520 0.299
H -3.964 6.983 -1.291 0.483
H 0.272 -2.441 -2.083 0.499
H 4.036 -1.044 -4.960 0.488
H -1.810 -6.726 0.880 0.445
H 3.759 5.093 -2.628 0.557
H 1.388 -5.060 2.542 0.313
H -5.951 4.905 -2.999 0.410
H -3.191 -6.240 4.715 0.405
H -0.112 -4.038 0.456 -0.119
H 0.146 -4.383 6.333 0.474
H -2.551 -5.185 -3.730 0.411
H -1.398 -3.000 7.688 0.420
H -5.353 5.924 -1.068 0.363
H 1.545 -1.335 -5.063 0.625
H 0.445 -3.918 3.952 0.647
H -3.117 3.180 -5.680 0.364
H -2.671 -1.169 6.609 0.449
H 4.665 -2.369 3.288 0.499
H 2.690 3.803 3.217 0.556
H 4.344 3.469 2.007 0.748
H -3.251 -0.159 -2.692 0.613
H 5.662 1.409 -1.442 0.688
```


# 2
The following is a DFT calculation (ωB97M-V with the def2-TZVPD basis set) of a molecular structure, C68H54FGeKO2P4 at a distorted geometry.

energy above the lowest of the compared OMol25 structures with the same formula, charge and spin	7.2	kcal/mol
max |F|	0.0336	hartree/bohr
HOMO-LUMO gap	8.52	eV

```
131
Properties=species:S:1:pos:R:3:mulliken_charge:R:1
Ge 2.177 0.160 -3.225 2.461
K -1.224 -0.518 0.886 2.169
P 1.783 -0.933 0.427 2.817
P -0.701 1.870 -1.140 1.485
P -0.131 -1.925 -3.027 1.976
P -0.640 0.702 4.303 1.145
F 3.625 1.010 -3.842 -0.495
O -2.770 -0.306 2.593 -0.764
O -1.622 -2.213 2.633 -0.650
C 0.990 0.411 8.096 -0.678
C 1.478 -5.570 -2.257 -0.567
C 0.686 -1.886 -4.655 -0.860
C 0.389 -2.760 -5.701 -0.036
C -1.099 -4.582 -2.549 -0.344
C 1.449 -2.402 1.470 -0.422
C 4.307 1.964 2.987 -0.995
C -4.468 1.964 -2.904 -0.695
C 4.187 -0.094 1.745 -0.446
C -3.768 -1.150 -4.797 -0.825
C 0.355 -4.555 1.546 -0.520
C -2.237 2.839 3.452 0.302
C -4.140 -1.497 -2.451 -0.836
C -1.944 1.981 4.504 -0.099
C 2.845 0.147 1.451 -0.147
C -0.895 -5.927 -2.268 -0.604
C -1.630 5.459 0.721 -0.674
C -2.662 2.104 5.692 -0.564
C -3.962 3.891 4.756 -0.659
C -0.387 5.853 1.190 -0.743
C 1.723 1.583 8.182 -0.479
C 0.265 0.122 6.946 -0.288
C 0.723 5.051 0.951 -0.680
C -5.285 1.613 -1.841 -0.688
C 0.905 -4.788 2.798 -0.799
C -2.408 -1.362 -4.616 -1.189
C 1.276 -4.228 -2.523 -0.103
C -0.016 -3.718 -2.670 0.056
C 2.496 -0.961 -5.934 -1.196
C -0.467 3.660 -3.212 -0.009
C 0.609 -3.358 0.901 0.488
C 3.000 -1.619 -0.752 0.980
C 1.988 -2.639 2.730 -0.484
C 1.018 2.172 5.961 -0.575
C -2.784 -1.709 -2.272 -0.567
C 3.800 -2.692 -0.347 -0.559
C -1.775 4.264 0.028 -0.068
C -0.096 4.155 -4.445 -0.956
C 1.742 -0.988 -4.759 1.030
C -4.711 1.269 -0.626 -0.948
C 0.269 0.999 5.865 0.482
C 0.975 1.734 -3.459 -0.502
C 0.022 2.444 -2.719 0.237
C -2.498 1.716 -1.529 0.997
C -0.670 3.455 -0.215 0.445
C -4.637 -1.226 -3.719 -0.760
C 0.391 -6.425 -2.123 -0.755
C -2.082 -1.191 3.178 -0.217
C -1.904 -1.663 -3.354 0.239
C 0.784 3.420 -5.221 -0.981
C 1.706 -3.824 3.394 -0.797
C -3.665 3.049 5.820 -0.771
C 4.229 -1.574 -2.814 -1.083
C -3.245 3.786 3.575 -0.410
C -3.333 1.305 -0.483 -0.307
C 4.910 0.805 2.512 -0.658
C 3.189 -1.059 -2.022 -0.484
C 2.253 1.312 1.931 -0.736
C -1.605 -0.845 4.589 -0.629
C 1.312 2.243 -4.727 -1.000
C 2.977 2.219 2.693 -0.380
C 2.189 -1.817 -6.979 -0.925
C 1.732 2.467 7.109 -0.647
C 4.796 -3.204 -1.156 -1.071
C 1.134 -2.718 -6.865 -0.929
C 0.580 3.863 0.254 -0.776
C 5.022 -2.627 -2.394 -0.841
C -3.089 2.015 -2.754 -0.710
H -1.171 4.224 -2.611 0.520
H 0.907 -3.394 -7.679 0.384
H -5.321 0.963 0.214 0.590
H -4.217 3.129 6.748 0.392
H 2.487 -5.947 -2.144 0.478
H -2.109 -4.213 -2.668 0.417
H -5.697 -1.060 -3.862 0.420
H -2.429 1.456 6.530 0.391
H 1.026 2.866 5.129 0.270
H 1.212 1.514 1.712 0.551
H -1.741 -1.300 -5.466 0.426
H 1.700 5.352 1.307 0.494
H 3.629 -3.140 0.623 0.426
H -4.147 -0.922 -5.785 0.406
H -4.749 4.628 4.851 0.390
H -0.309 -0.794 6.898 0.327
H 2.118 -3.997 4.381 0.429
H 2.133 -3.567 -2.616 0.033
H 2.620 -1.894 3.200 0.354
H -0.499 5.095 -4.798 0.429
H -0.956 -1.638 4.959 0.495
H 1.082 3.770 -6.201 0.434
H -4.807 -1.537 -1.600 0.529
H 3.331 -0.277 -6.022 0.488
H -4.905 2.203 -3.866 0.378
H -2.480 2.293 -3.602 0.401
H -1.747 -6.587 -2.170 0.437
H 0.693 -5.712 3.320 0.355
H 0.546 -7.473 -1.906 0.374
H 4.876 2.666 3.582 0.419
H 2.782 -1.794 -7.885 0.428
H -2.754 3.968 -0.328 0.370
H -0.416 -3.479 -5.594 0.539
H -2.412 -1.936 -1.277 0.835
H 5.805 -3.000 -3.043 0.435
H -2.929 1.031 0.484 -0.545
H -0.281 6.780 1.736 0.404
H -0.297 -5.287 1.087 0.495
H -1.681 2.763 2.523 0.127
H 5.951 0.607 2.732 0.462
H 0.975 -0.282 8.928 0.416
H 0.153 -3.164 -0.063 -0.236
H 5.394 -4.041 -0.818 0.447
H 2.299 3.387 7.169 0.408
H 1.455 3.250 0.064 0.503
H -2.496 6.085 0.895 0.459
H 2.499 3.122 3.048 0.506
H -3.468 4.441 2.745 0.357
H -2.440 -0.676 5.270 0.525
H 4.419 -1.151 -3.791 0.354
H 2.029 1.721 -5.344 0.321
H -6.360 1.589 -1.962 0.383
H 4.676 -0.982 1.366 0.474
H 2.284 1.811 9.078 0.374
```


# 3
The following is a DFT calculation (ωB97M-V with the def2-TZVPD basis set) of 8 unconnected molecules or ions with the total composition C68H71BClF7N5O7PS at a distorted geometry.

max |F|	0.0322	hartree/bohr
SMILES	CCB(O)c1c(CCCCCCCSc2nnco2)c(C)c(CC(=O)N(C)C)c2nc(CC(=O)Cl)c(P(=O)(O)O)nc12.Fc1ccccc1.Fc1ccccc1.Fc1ccccc1.Fc1ccccc1.Fc1ccccc1.Fc1ccccc1.Fc1ccccc1
HOMO-LUMO gap	8.25	eV

```
162
Properties=species:S:1:pos:R:3:mulliken_charge:R:1
Cl -1.548 1.228 4.537 -0.071
S -2.213 -6.341 -2.696 -0.316
P -2.512 -2.065 2.925 0.821
F 0.503 -3.483 -8.375 -0.323
F 6.900 -6.721 0.636 -0.327
F 1.119 8.098 2.485 -0.344
F -7.344 -0.992 -0.762 -0.350
F 4.459 1.032 -4.716 -0.291
F -9.192 4.341 2.776 -0.308
F -0.316 6.895 7.023 -0.299
O -1.875 -3.081 3.966 -0.558
O -0.033 -6.553 -1.141 -0.256
O -3.026 -2.950 1.719 -0.439
O -3.576 -1.242 3.482 -0.630
O -0.843 -0.374 6.402 -0.481
O -2.100 -1.637 -2.281 -0.166
O 3.822 -0.721 0.877 -0.640
N -1.330 -0.864 0.948 -0.062
N 4.655 0.686 2.502 0.160
N -1.842 -7.424 -0.241 -0.413
N 0.924 0.044 2.251 0.220
N -0.795 -7.623 0.646 -0.375
C 1.641 7.105 10.045 -0.315
C -0.019 4.276 3.415 -0.254
C -7.456 -0.545 1.536 -0.567
C 5.451 0.204 -4.319 0.347
C -0.382 -0.165 0.268 0.320
C 1.554 1.203 -1.171 1.181
C 1.720 8.019 7.418 -0.370
C -7.926 -0.324 0.257 0.580
C 0.764 0.287 0.920 0.066
C 6.749 0.537 -4.644 -0.595
C 0.743 6.836 2.792 0.209
C 0.438 4.573 2.138 -0.394
C 6.162 -1.767 -3.200 -0.717
C 0.961 -0.276 -4.022 -0.089
C 3.860 -9.441 0.952 -0.608
C -7.895 4.675 2.582 0.361
C -0.227 -2.110 -10.144 -0.599
C 2.590 1.918 -1.985 -2.637
C -0.700 -0.114 5.274 0.413
C 0.377 0.711 -1.823 0.028
C 0.079 -1.293 -4.737 -0.499
C 4.730 -9.497 -0.128 -0.276
C 5.131 -0.930 -3.603 0.111
C -4.545 0.002 -1.939 -1.567
C -0.091 5.275 4.376 -0.313
C -6.953 3.671 2.489 -0.024
C -0.592 0.060 -1.099 -0.087
C 7.768 -0.306 -4.230 -0.374
C 0.235 -7.097 0.082 -0.072
C 3.804 0.349 1.407 0.105
C 0.238 -0.817 4.352 -0.625
C -0.496 -3.742 -4.990 -0.922
C 6.056 0.550 2.124 -1.002
C 0.004 -0.625 2.891 -0.307
C -8.040 0.153 2.583 -0.222
C 4.314 -0.098 3.682 -0.788
C -1.705 -4.610 -2.863 -0.190
C 2.928 1.470 0.960 -1.004
C 5.896 -7.616 0.737 0.445
C 0.822 5.866 1.814 -0.729
C -5.627 4.029 2.287 -0.636
C -1.146 -1.104 2.213 0.657
C -9.072 1.049 2.338 -0.787
C 0.297 6.572 4.071 -0.478
C 5.759 -8.575 -0.245 -0.475
C -6.235 6.353 2.288 -0.309
C 0.620 6.767 9.171 -0.528
C 1.318 -1.279 -8.482 -0.343
C 1.345 -0.050 -9.123 -0.418
C -8.951 0.557 -0.015 -0.620
C 2.731 8.354 8.307 -0.389
C 5.048 -7.538 1.821 -0.481
C -5.265 5.365 2.187 -0.664
C -1.802 -4.154 -4.312 -1.010
C -7.566 6.011 2.483 -0.517
C 0.244 0.883 -3.294 -2.398
C -1.363 -6.805 -1.266 0.682
C 0.533 -2.286 -9.006 0.495
C 0.316 -2.695 -4.253 -0.101
C 7.479 -1.456 -3.512 -0.572
C 2.696 7.899 9.617 -0.585
C -9.527 1.246 1.043 -0.170
C 1.740 1.001 0.188 0.730
C 4.019 -8.462 1.922 -0.357
C 0.590 0.154 -10.269 -0.552
C -0.194 -0.874 -10.774 -0.313
C -3.232 0.453 -1.337 -0.139
C 0.682 7.231 7.873 0.652
B -1.987 -0.442 -1.633 0.075
H 6.949 1.437 -5.209 0.441
H -3.321 0.573 -0.267 0.306
H 3.550 2.171 0.425 0.620
H 0.254 7.367 4.795 0.593
H -9.281 0.702 -1.035 0.423
H -2.406 -3.636 1.451 0.292
H 3.489 8.162 10.303 0.371
H -0.786 -0.715 -11.664 0.361
H -0.827 -2.925 -10.524 0.427
H -2.986 1.444 -1.719 0.317
H 8.277 -2.108 -3.194 0.403
H 1.692 0.122 -4.707 0.616
H 1.612 6.746 11.064 0.360
H 6.303 1.293 1.382 0.319
H -0.791 0.970 -3.600 0.689
H 3.384 1.222 -2.226 0.338
H -2.512 -3.342 -4.380 0.143
H 0.091 -4.634 -5.157 0.505
H 1.367 -2.923 -4.373 0.407
H -7.251 2.637 2.575 0.221
H 1.203 -0.384 4.564 -0.191
H 0.731 1.786 -3.610 0.671
H -0.215 6.155 9.483 0.419
H -4.230 5.637 2.034 0.479
H -5.348 0.666 -1.662 0.379
H 2.607 1.984 1.854 0.206
H 4.097 -1.147 -3.365 0.459
H 8.793 -0.060 -4.470 0.364
H 0.338 -1.278 -5.778 0.045
H -6.648 -1.246 1.702 0.504
H -0.971 -1.032 -4.696 0.276
H 2.211 2.271 -2.923 0.433
H -0.320 3.267 3.659 0.181
H 3.340 -8.418 2.763 0.419
H 1.240 -7.056 0.437 0.550
H -0.452 5.045 5.368 0.462
H 3.058 -10.162 1.040 0.435
H 5.198 -6.770 2.568 0.426
H 4.610 -10.262 -0.882 0.378
H -0.752 -3.379 -5.976 0.188
H 1.737 8.361 6.393 0.358
H 4.374 -1.170 3.515 0.314
H -5.957 7.395 2.215 0.358
H -2.228 -4.960 -4.896 0.757
H 3.550 8.975 7.970 0.356
H 0.497 3.794 1.388 0.640
H 4.984 0.186 4.476 0.477
H 1.176 6.125 0.825 0.458
H 6.312 -0.441 1.763 0.363
H -4.875 3.255 2.207 0.581
H 5.935 -2.664 -2.640 0.423
H 6.447 -8.594 -1.078 0.420
H -7.679 0.001 3.591 0.436
H 3.320 0.172 4.002 -0.047
H -2.401 -4.036 -2.273 0.156
H -9.520 1.595 3.156 0.392
H 0.131 -2.714 -3.187 0.062
H -1.216 -3.663 3.570 0.381
H 1.958 0.748 -8.726 0.392
H -4.522 -0.055 -3.022 0.323
H -0.743 -4.444 -2.422 0.368
H 6.659 0.774 2.988 0.379
H 1.520 -0.802 -3.258 0.119
H 3.021 2.762 -1.474 0.631
H -2.751 -1.597 -2.988 0.093
H -4.818 -0.975 -1.564 0.389
H -10.332 1.943 0.853 0.411
H 1.895 -1.462 -7.585 0.520
H 0.288 -1.861 4.615 0.425
H 0.610 1.113 -10.767 0.381
H -8.339 6.763 2.559 0.429
```


Question: The highest max |F| belongs to which entry?
Answer: C68H54FGeKO2P4